1.
Formula: C20H40P2PtSi
Source: OMol25
Level of theory: ωB97M-V with the def2-TZVPD basis set

Last column: Löwdin charge in e.
Geometry (Å):
C (1.308, -4.519, 0.706)  -0.209
H (1.784, 6.518, 0.861)  0.029
H (-0.253, 5.021, 3.999)  0.023
C (-0.971, -3.816, -0.767)  -0.382
C (0.082, -0.393, -1.473)  -0.416
H (0.608, -3.294, -2.212)  0.093
H (-2.481, -0.824, 0.878)  0.114
C (1.773, -1.507, 1.362)  -0.126
H (-1.263, -0.956, 2.814)  0.102
P (-0.951, -1.471, -2.483)  0.923
Pt (-1.226, 2.107, -0.360)  0.756
C (-0.465, 3.903, -0.899)  -0.460
C (-1.244, -4.218, 2.003)  -0.187
C (-0.240, 3.676, 0.377)  -0.376
H (2.475, 2.974, 2.690)  0.021
H (-3.106, -1.983, -3.347)  0.066
C (-0.457, -1.206, -4.196)  -0.181
H (-1.046, -5.292, 1.911)  0.043
H (-1.069, -3.914, 3.043)  0.056
H (0.083, 0.473, -2.192)  0.088
H (-1.990, 0.415, -0.948)  -0.022
H (-0.490, -0.137, -4.445)  0.067
H (0.890, -5.523, 0.862)  0.039
H (-0.496, 4.216, -2.973)  0.054
C (2.420, 3.715, 1.876)  -0.191
H (-2.291, -4.027, 1.725)  0.054
H (-3.178, -1.890, -1.576)  0.065
H (-2.049, -3.669, -0.592)  0.066
H (0.560, 5.340, -2.108)  0.072
P (-0.114, -3.388, 0.846)  0.793
H (1.804, 0.643, -0.633)  0.118
C (-1.001, 0.053, -0.438)  -0.523
H (-1.146, -1.725, -4.873)  0.055
H (0.694, -2.404, 2.939)  0.106
C (2.135, -1.456, -0.051)  -0.231
Si (0.709, 4.491, 1.798)  0.448
H (0.416, 3.367, 3.972)  0.024
H (1.121, 6.818, 2.480)  0.028
H (-1.165, 3.694, 3.223)  0.026
H (1.943, -2.444, -0.520)  0.063
H (3.184, 4.491, 2.061)  0.026
H (-1.225, 5.513, -2.039)  0.077
H (0.052, 6.794, 1.061)  0.030
H (2.648, 3.202, 0.928)  0.022
H (-0.802, -4.901, -0.836)  0.069
C (-1.392, -0.862, 0.690)  -0.324
C (0.521, -1.997, 1.915)  -0.444
C (0.929, 6.324, 1.520)  -0.188
C (1.580, -0.375, -1.025)  -0.145
H (1.719, -4.454, -0.312)  0.041
H (3.230, -1.271, -0.082)  0.117
H (0.554, -1.591, -4.385)  0.067
H (-0.062, 0.157, 2.102)  0.109
C (-0.485, -3.190, -2.085)  -0.310
H (-1.339, -1.891, 0.235)  0.012
C (-0.564, -0.829, 1.972)  -0.158
H (2.452, -1.050, 2.085)  0.106
H (-3.122, -0.393, -2.555)  0.067
C (-0.391, 4.796, -2.047)  -0.157
H (2.096, -4.311, 1.442)  0.063
C (-0.164, 4.105, 3.400)  -0.192
H (2.168, -0.448, -1.958)  0.104
H (-0.953, -3.772, -2.896)  0.089
C (-2.748, -1.421, -2.470)  -0.170

Summary:
F_max in Eh/bohr: 0.058
Energy above the lowest of the compared OMol25 structures with the same formula, charge and spin in kcal per mole: 110.4
Kohn-Sham gap (alpha / beta) in eV: 4.115 / 5.170
Lowest unoccupied orbital energy (alpha / beta) in eV: 0.21 / 0.14
2S+1: 3
DFT total energy in Ha: -1877.2314

***

2.
Formula: C20H41AsN3O2Si3Zr
Source: OMol25
Level of theory: ωB97M-V with the def2-TZVPD basis set

Last column: Löwdin charge in e.
Geometry (Å):
C (-5.038, -1.063, -0.761)  -0.179
H (-6.065, -0.792, -0.491)  0.065
C (3.016, 4.259, 0.001)  -0.006
H (0.721, -1.028, -4.242)  0.090
H (5.379, -0.989, 2.467)  0.124
C (1.882, 3.960, -1.003)  -0.568
H (-3.180, 2.423, 0.179)  0.041
N (1.337, 1.418, -0.771)  0.104
Zr (1.006, -0.766, -0.677)  1.388
H (-3.882, 1.945, -1.388)  0.030
H (4.398, -0.474, 6.600)  0.129
H (-4.915, -2.119, -0.521)  0.032
H (-3.159, 0.286, 2.578)  0.046
H (-0.193, 4.550, -1.370)  0.093
N (2.887, -0.729, 1.580)  -0.130
H (-3.311, -3.901, -0.047)  0.044
H (2.014, -0.205, 6.022)  0.124
H (-3.914, -1.304, 2.301)  0.033
C (3.299, -0.658, 2.950)  -0.170
N (3.694, -0.814, 0.620)  0.103
O (1.585, -0.729, 1.290)  -0.255
H (-4.949, -0.926, -1.838)  0.032
H (1.602, -2.944, -0.399)  0.013
H (2.702, 4.070, 1.027)  0.099
C (2.345, 4.208, -2.452)  -0.006
C (4.651, -0.812, 3.245)  0.011
C (0.601, -1.312, -3.190)  -0.229
C (-2.335, -4.059, -0.508)  -0.168
Si (-1.150, -0.551, -2.808)  0.336
H (-4.906, 0.137, 2.430)  0.063
C (1.566, 2.544, -0.880)  -0.041
H (0.862, 5.823, -0.759)  0.112
Si (-1.080, -2.926, 0.255)  0.337
H (-2.436, -3.958, -1.586)  0.027
H (1.291, -0.316, 3.659)  0.112
H (0.845, -4.338, 0.104)  0.089
O (3.045, -0.915, -0.512)  -0.275
H (-2.103, -1.660, -4.757)  0.066
C (2.743, -0.375, 5.243)  -0.033
H (1.554, 3.992, -3.170)  0.092
C (0.615, 4.766, -0.671)  -0.008
H (-1.878, -2.437, 2.550)  0.030
H (6.076, -0.862, 4.830)  0.129
C (5.034, -0.741, 4.571)  -0.023
C (-1.011, -2.928, 2.107)  -0.177
H (3.233, 3.625, -2.697)  0.102
H (-2.041, -5.091, -0.292)  0.066
H (-1.357, 1.284, -4.395)  0.065
H (-2.417, -2.653, -3.328)  0.030
C (2.331, -0.439, 3.923)  -0.003
C (-2.368, -1.630, -3.696)  -0.165
C (-3.955, 1.829, -0.306)  -0.200
H (3.266, 5.316, -0.088)  0.112
H (-0.194, 1.726, -3.147)  0.018
H (-1.930, 1.807, -2.813)  0.031
H (0.601, -2.403, -3.165)  0.050
Si (-3.936, 0.054, 0.223)  0.410
H (1.607, -0.987, -2.831)  0.028
H (-1.016, -3.967, 2.450)  0.066
H (0.276, 4.581, 0.348)  0.099
H (2.599, 5.263, -2.541)  0.113
H (-4.921, 2.249, -0.008)  0.063
H (-3.362, -1.186, -3.625)  0.044
C (-3.952, -0.244, 2.050)  -0.198
C (4.086, -0.525, 5.566)  -0.015
As (-1.568, -0.601, -0.375)  0.786
H (0.507, -3.783, -1.520)  0.050
H (-0.110, -2.451, 2.492)  0.027
C (-1.152, 1.235, -3.321)  -0.185
H (3.911, 3.680, -0.222)  0.101
C (0.617, -3.444, -0.490)  -0.220

Summary:
F_max in Eh/bohr: 0.014
Energy above the lowest of the compared OMol25 structures with the same formula, charge and spin in kcal per mole: 0.0
Kohn-Sham gap in eV: 6.468
Lowest unoccupied orbital energy in eV: -10.47
Net charge: +3
DFT total energy in Ha: -4251.8486

***

3.
Formula: C20H41BN2O9S
Source: OMol25
Level of theory: ωB97M-V with the def2-TZVPD basis set

Last column: Löwdin charge in e.
Geometry (Å):
C (-1.376, 0.741, 6.693)  -0.139
H (1.172, -0.144, -5.666)  0.074
C (-0.329, 1.615, -3.873)  -0.226
H (-0.487, -0.672, -1.591)  0.077
H (-3.641, -1.480, 3.981)  0.051
H (1.901, -0.741, -4.170)  0.086
O (2.176, 1.913, -7.745)  -0.192
C (-1.156, 1.978, -5.101)  -0.200
H (3.425, 0.654, -0.690)  0.079
C (4.008, 0.307, -1.550)  -0.110
H (2.026, 3.941, -7.743)  0.121
C (-3.259, -0.784, 3.232)  -0.131
C (-2.971, -1.268, 6.881)  0.006
C (1.360, 3.076, -7.702)  -0.217
H (-5.200, -3.013, 7.050)  0.108
C (1.640, -2.248, 1.633)  -0.197
H (1.314, -1.469, 2.326)  0.105
N (2.802, -1.733, 0.917)  -0.050
H (3.900, -3.456, 0.514)  0.124
H (5.168, -1.446, -0.309)  0.122
H (2.539, -0.882, 0.439)  0.066
O (-0.279, -1.604, 0.212)  -0.183
H (0.481, 2.332, -3.690)  0.113
H (-6.051, -0.097, 6.208)  0.126
N (-0.476, 2.124, -6.381)  -0.051
C (-1.269, 2.027, 7.444)  -0.374
H (-0.996, 1.666, -3.008)  0.120
O (-0.426, 2.860, 7.403)  0.187
H (1.032, -0.321, -0.779)  0.076
C (0.419, -2.671, 0.822)  -0.229
H (-4.076, -0.582, 2.537)  0.077
H (0.872, 0.382, -8.326)  0.077
S (-0.932, 0.650, 3.909)  0.896
H (-3.168, 0.731, 4.820)  0.052
C (0.301, -1.109, -0.982)  -0.095
H (-0.292, -3.129, 1.515)  0.117
H (2.663, -3.124, -0.705)  0.104
C (1.764, 0.924, -8.662)  -0.117
H (4.933, -2.722, -1.514)  0.121
H (5.065, 0.523, -1.362)  0.089
H (1.964, -3.101, 2.240)  0.117
O (-5.233, -2.403, 6.310)  0.164
H (1.264, 3.083, -5.585)  0.105
C (-2.412, 0.068, 7.192)  -0.105
H (0.700, 3.113, -8.575)  0.122
C (-2.737, 0.523, 3.842)  -0.517
O (-5.089, -0.042, 6.212)  0.192
C (4.419, -1.964, -0.917)  -0.214
H (0.782, -1.905, -1.557)  0.091
O (0.184, 0.297, -3.877)  -0.196
H (-1.919, 1.206, -5.222)  0.121
H (-0.045, -0.638, 5.785)  0.085
H (-0.073, 1.235, -6.646)  0.069
O (3.805, -1.061, -1.828)  -0.198
H (-1.684, 2.914, -4.886)  0.118
C (0.555, 3.149, -6.423)  -0.220
C (3.399, -2.654, -0.038)  -0.221
H (1.556, 1.355, -9.647)  0.088
H (-2.475, -1.287, 2.667)  0.054
H (-2.366, -1.785, 6.132)  0.125
H (-3.023, 1.355, 3.199)  0.066
C (-0.397, 0.384, 5.636)  -0.405
H (-2.912, -1.874, 7.796)  0.137
H (0.077, 4.132, -6.370)  0.124
H (0.460, 1.048, 5.747)  0.077
O (-3.857, 0.610, 9.055)  0.189
H (2.021, 0.982, -4.580)  0.085
H (2.582, 0.213, -8.758)  0.089
O (-2.346, 2.109, 8.319)  0.157
H (0.668, -3.436, 0.075)  0.111
C (-3.001, 0.901, 8.284)  -0.388
C (1.373, 0.101, -4.619)  -0.089
H (3.689, 0.865, -2.429)  0.079
B (-4.506, -1.241, 6.476)  -0.675

Summary:
F_max in Eh/bohr: 0.012
Energy above the lowest of the compared OMol25 structures with the same formula, charge and spin in kcal per mole: 0.0
Kohn-Sham gap in eV: 8.045
SMILES: CCSCC1=C(CB(O)O)C(=O)OC1=O.COCCNCCOC.COCCNCCOC
Lowest unoccupied orbital energy in eV: -0.51
DFT total energy in Ha: -1996.3917